1.
This record from the OMol25 dataset describes 5 unconnected molecules or ions with the total composition C28H25O22S2. The level of theory is ωB97M-V with the def2-TZVPD basis set.

Calculated values
Energy relative to the best compared isomer or geometry (same formula, charge and spin) (kcal per mole): 0.00
F_max (eV/Å): 0.55
Net charge: -1
Kohn-Sham gap (eV): 5.524

The geometry in XYZ format:
```
77
Properties=species:S:1:pos:R:3:lowdin_charge:R:1
O 4.441 1.104 1.304 -0.375
S 4.836 0.797 -0.071 0.396
O 4.196 -0.392 -0.620 -0.376
O 6.285 0.880 -0.275 -0.385
C 4.172 2.160 -1.060 -0.253
C 3.002 2.837 -0.359 -0.234
C 1.838 1.856 -0.124 -0.216
C 0.447 2.412 -0.480 -0.233
S -0.452 1.437 -1.645 0.576
O -1.819 1.866 -1.649 -0.290
O 0.258 1.344 -2.884 -0.274
O -0.386 -0.020 -0.990 -0.164
H 3.850 1.772 -2.027 0.101
H 4.993 2.856 -1.195 0.065
H 2.677 3.717 -0.922 0.108
H 3.377 3.186 0.603 0.088
H 1.828 1.560 0.924 0.113
H 2.040 0.945 -0.693 0.095
H -0.201 2.452 0.397 0.104
H 0.472 3.396 -0.948 0.106
H -0.002 0.001 -0.104 0.081
C -2.928 -3.347 -5.879 0.063
C -3.374 -2.908 -4.692 -0.231
C -2.604 -1.896 -3.860 -0.289
O -3.114 -1.589 -2.797 0.104
C -1.344 -1.393 -4.353 0.093
C -0.904 -1.832 -5.541 -0.225
C -1.675 -2.829 -6.381 -0.317
O -1.179 -3.144 -7.450 0.087
O 0.233 -1.448 -6.098 0.124
O -4.489 -3.305 -4.111 0.101
H -3.465 -4.070 -6.477 0.129
H -0.798 -0.689 -3.741 0.110
H 0.293 -1.928 -6.947 0.115
H -4.586 -2.765 -3.294 0.072
C 5.447 6.139 1.727 0.077
C 5.982 6.846 2.729 -0.241
C 7.182 6.365 3.520 -0.326
O 7.576 7.124 4.397 0.070
C 7.753 5.083 3.214 0.061
C 7.216 4.350 2.217 -0.222
C 6.050 4.864 1.390 -0.287
O 5.712 4.130 0.491 0.115
O 7.638 3.156 1.881 0.142
O 5.539 8.031 3.132 0.098
H 4.599 6.480 1.151 0.133
H 8.586 4.735 3.807 0.130
H 7.053 2.770 1.184 0.117
H 6.135 8.285 3.867 0.110
C -6.827 -2.543 1.619 0.056
C -6.573 -2.087 0.386 -0.245
C -6.018 -2.979 -0.699 -0.290
O -5.798 -2.448 -1.773 0.091
C -5.740 -4.365 -0.401 0.082
C -5.991 -4.815 0.836 -0.233
C -6.558 -3.925 1.922 -0.317
O -6.738 -4.454 3.007 0.095
O -5.772 -6.056 1.236 0.118
O -6.750 -0.833 0.012 0.129
H -7.198 -1.909 2.411 0.138
H -5.327 -4.989 -1.182 0.138
H -6.046 -6.081 2.176 0.118
H -6.471 -0.776 -0.923 0.126
C -2.650 -2.283 3.814 0.072
C -1.436 -2.477 4.347 -0.235
C -0.182 -2.573 3.502 -0.309
O 0.858 -2.746 4.111 0.113
C -0.298 -2.457 2.067 0.080
C -1.513 -2.262 1.528 -0.228
C -2.765 -2.164 2.378 -0.293
O -3.820 -1.996 1.790 0.106
O -1.719 -2.133 0.231 0.113
O -1.203 -2.605 5.642 0.115
H -3.549 -2.218 4.410 0.134
H 0.600 -2.524 1.469 0.145
H -2.670 -1.960 0.095 0.118
H -0.234 -2.726 5.723 0.119
```

2.
This record from the OMol25 dataset describes a molecular structure, C28H26AlClN5O5S2Te. The level of theory is ωB97M-V with the def2-TZVPD basis set.

Calculated values
Energy relative to the best compared isomer or geometry (same formula, charge and spin) (kcal per mole): 13.35
F_max (eV/Å): 0.93
Net charge: +1
Kohn-Sham gap (eV): 6.098

The geometry in XYZ format:
```
69
Properties=species:S:1:pos:R:3:lowdin_charge:R:1
Al -1.832 -1.501 -0.071 0.000
Cl 5.299 -0.722 -0.953 0.699
C 3.590 -1.001 -1.001 -0.662
C 2.910 -0.902 -2.221 -0.068
C 1.551 -1.103 -2.285 0.026
C 0.820 -1.388 -1.121 -0.263
O -0.488 -1.538 -1.187 -0.074
C 1.514 -1.498 0.104 -0.122
C 0.831 -1.856 1.304 0.008
N -0.456 -1.916 1.430 0.080
C -1.033 -2.315 2.648 -0.200
C -0.491 -2.232 3.905 0.015
C -1.218 -2.710 5.015 -0.035
C -2.459 -3.262 4.862 -0.001
C -3.054 -3.328 3.580 -0.129
C -4.318 -3.901 3.318 0.038
C -4.788 -3.931 2.037 -0.001
C -4.035 -3.339 1.013 -0.112
N -2.860 -2.776 1.219 0.062
C -2.345 -2.814 2.483 -0.133
C 2.910 -1.316 0.146 -0.050
H 3.462 -0.652 -3.113 0.121
H 1.019 -1.016 -3.218 0.125
H 1.457 -2.108 2.161 0.143
H 0.487 -1.799 4.061 0.120
H -0.775 -2.639 5.997 0.119
H -3.002 -3.643 5.714 0.125
H -4.893 -4.317 4.130 0.133
H -5.736 -4.381 1.794 0.122
H -4.403 -3.322 -0.002 0.028
H 3.439 -1.417 1.082 0.119
Te -3.858 -1.296 -1.675 1.058
C -2.848 -0.777 -3.436 -1.024
C -1.860 -1.451 -4.089 -0.255
C -1.445 -0.799 -5.277 -0.191
C -2.130 0.354 -5.507 -0.410
S -3.288 0.650 -4.286 0.935
H -1.448 -2.381 -3.734 0.103
H -0.683 -1.176 -5.935 0.103
H -2.030 1.028 -6.335 0.065
C 5.057 4.037 -2.173 -0.105
C 4.390 3.374 -0.982 -0.287
S 2.627 3.283 -1.248 0.653
O 2.139 4.557 -1.702 -0.285
O 2.322 2.097 -2.013 -0.313
C 1.930 3.025 0.380 -0.192
C 0.447 3.351 0.305 -0.124
N -0.347 2.224 0.753 0.066
C -0.928 1.348 -0.077 -0.247
N -1.608 0.426 0.612 0.101
C -1.449 0.729 1.936 0.013
C -0.671 1.838 2.029 -0.111
N -0.163 2.435 3.224 -0.333
O 0.550 3.408 3.104 0.108
O -0.557 1.964 4.263 0.119
C -0.821 1.456 -1.547 0.038
H 6.135 4.023 -2.029 0.086
H 4.725 5.067 -2.277 0.081
H 4.829 3.504 -3.093 0.085
H 4.549 3.932 -0.064 0.105
H 4.723 2.347 -0.845 0.081
H 2.444 3.650 1.102 0.108
H 2.101 1.978 0.624 0.112
H 0.141 3.566 -0.721 0.115
H 0.205 4.224 0.912 0.142
H -1.899 0.173 2.737 0.135
H -1.252 2.398 -1.885 0.117
H -1.360 0.644 -2.019 0.038
H 0.225 1.431 -1.865 0.079
```

3.
This record from the OMol25 dataset describes a molecular structure, C28H26BrF4N2O2PPdS in a non-equilibrium geometry. The level of theory is ωB97M-V with the def2-TZVPD basis set.

Calculated values
<S²>: 2.007
2S+1: 3
Energy relative to the best compared isomer or geometry (same formula, charge and spin) (kcal per mole): 24.06
F_max (eV/Å): 2.33
Net charge: +2
Kohn-Sham gap (spin up / spin down) (eV): 9.004 / 5.938

The geometry in XYZ format:
```
66
Properties=species:S:1:pos:R:3:lowdin_charge:R:1
Pd 0.442 -0.323 0.458 0.657
F 1.466 4.545 5.216 0.187
C 0.991 3.460 4.644 -0.108
C 0.577 2.365 5.405 -0.111
F 0.653 2.411 6.720 0.176
C 0.089 1.228 4.761 -0.190
F -0.336 0.204 5.495 0.124
C 0.018 1.122 3.374 -0.296
P -0.543 -0.455 2.590 1.048
C 0.331 -1.837 3.391 -0.349
C 1.453 -2.290 2.687 -0.116
C 2.217 -3.337 3.158 -0.045
C 1.857 -3.963 4.344 -0.028
C 0.737 -3.532 5.040 -0.033
C -0.032 -2.479 4.573 -0.078
C -2.303 -0.547 2.982 -0.351
C -2.879 -1.812 3.137 -0.098
C -4.227 -1.921 3.420 -0.045
C -5.014 -0.780 3.510 -0.032
C -4.450 0.475 3.321 -0.043
C -3.099 0.599 3.053 -0.066
C 0.419 2.236 2.632 -0.537
Br 0.305 2.278 0.720 0.949
C 0.889 3.387 3.254 -0.247
F 1.252 4.414 2.505 0.111
H 1.705 -1.810 1.731 0.043
H 3.096 -3.652 2.619 0.112
H 2.446 -4.788 4.710 0.123
H 0.454 -4.021 5.959 0.122
H -0.903 -2.170 5.128 0.112
H -2.264 -2.697 3.051 0.106
H -4.667 -2.895 3.576 0.119
H -6.070 -0.873 3.715 0.121
H -5.071 1.356 3.392 0.120
H -2.665 1.579 2.907 0.111
N 7.135 -3.079 -0.334 0.205
C 6.202 -2.728 0.552 -0.520
O 6.116 -3.139 1.685 0.100
C 5.069 -1.843 0.058 -0.101
C 4.264 -2.280 -0.984 0.028
C 3.030 -1.673 -1.165 -0.123
N 2.601 -0.680 -0.396 -0.025
C 3.430 -0.168 0.518 -0.135
C 4.667 -0.727 0.789 0.035
H 7.892 -3.670 -0.014 0.137
H 7.231 -2.635 -1.232 0.122
H 4.565 -3.110 -1.600 0.130
H 2.369 -2.007 -1.952 0.062
H 3.083 0.714 1.056 0.102
H 5.296 -0.329 1.567 0.136
C -2.459 -1.906 -3.949 -0.116
C -0.969 -1.675 -3.910 -0.331
S -0.137 -1.842 -2.267 0.964
O -0.439 -0.549 -1.564 -0.614
C -1.098 -3.102 -1.297 -0.337
C -2.282 -2.502 -0.569 -0.123
H -2.798 -1.737 -4.970 0.096
H -2.989 -1.201 -3.313 0.083
H -2.714 -2.927 -3.679 0.079
H -0.713 -0.658 -4.210 0.101
H -0.429 -2.380 -4.540 0.096
H -0.359 -3.474 -0.579 0.082
H -1.366 -3.906 -1.977 0.097
H -1.970 -1.628 0.025 0.038
H -2.700 -3.239 0.111 0.090
H -3.066 -2.194 -1.255 0.074
```